Entry 1:
ORCA calculation (the ωB97M-V functional and the def2-TZVPD basis) on an isolated molecule of C16H18N2O3S in a non-equilibrium geometry.

CARTESIAN COORDINATES (ANGSTROEM)
C 0.11342 -2.37041 2.09931
C 1.15918 -1.86908 1.11120
C 2.26538 -1.11842 1.83494
S 3.50734 -0.43368 0.68059
C 2.50330 0.55268 -0.38887
C 1.54922 1.42582 0.00255
C 1.28974 1.77159 1.32988
N 1.03428 2.10894 2.39996
C 0.59095 1.97364 -1.04613
C -0.52411 0.94951 -1.12105
C -0.61665 -0.00390 -2.12010
C -1.58862 -0.99115 -2.05766
C -2.46752 -1.04864 -0.99200
O -3.40047 -2.03145 -0.92586
C -2.38262 -0.08008 0.02507
O -3.29635 -0.22818 1.04004
C -3.25876 0.69113 2.10468
C -1.42215 0.90767 -0.05288
C 1.34492 2.22156 -2.34838
C 2.23301 1.07151 -2.76532
O 2.51933 0.80827 -3.90806
N 2.75191 0.33891 -1.72599
H 0.55642 -3.05781 2.81614
H -0.32053 -1.53575 2.64540
H -0.68196 -2.88653 1.56813
H 1.58817 -2.71085 0.56348
H 0.67377 -1.21028 0.38661
H 2.84574 -1.78709 2.47069
H 1.87299 -0.30420 2.44140
H 0.17501 2.92198 -0.68979
H 0.05618 0.00590 -2.96202
H -1.66995 -1.73526 -2.83297
H -3.92375 -1.89234 -0.12443
H -4.03408 0.37004 2.79827
H -2.28899 0.67910 2.61110
H -3.47628 1.70699 1.76160
H -1.34119 1.65207 0.72385
H 0.65525 2.44618 -3.16284
H 2.00326 3.08794 -2.22286
H 3.40521 -0.39633 -1.96767

Summary:
- Orbital gap: 8.5 eV
- E_HOMO: -8.33 eV
- E: -36842.227 eV
- Relative energy (zero: lowest compared OMol25 entry of this formula, charge and spin): 33.04 kcal/mol
- SMILES string: CCCSC1=C(C#N)[C@H](c2ccc(O)c(OC)c2)CC(=O)N1


Entry 2:
ORCA calculation (the ωB97M-V functional and the def2-TZVPD basis) on an isolated molecule of C16H18N4O2.

CARTESIAN COORDINATES (ANGSTROEM)
O -1.97356 2.42102 -0.71008
C -1.30697 1.70005 0.00389
N 0.05047 1.68499 0.00421
C 0.81620 2.64423 -0.76118
C 1.88195 1.93081 -1.59745
O 3.05145 1.91476 -1.25617
N 1.44775 1.30292 -2.69926
C 0.10263 1.29979 -3.24534
C 0.18026 0.29513 -4.39371
C 1.61855 0.45530 -4.88308
C 2.38971 0.62672 -3.57971
N -1.92158 0.82786 0.88375
C -1.38422 -0.20000 1.65410
C -0.35904 -1.03035 1.13911
C 0.14288 -2.05659 1.88494
C -0.34863 -2.31309 3.18110
C 0.13384 -3.35265 4.00534
N -0.31619 -3.60231 5.20285
C -1.30103 -2.82930 5.68654
C -1.86666 -1.79497 4.99170
C -1.39614 -1.50272 3.69315
C -1.90212 -0.45468 2.90430
H 0.54092 1.19555 0.73589
H 1.33627 3.33752 -0.09138
H 0.11372 3.19771 -1.38757
H -0.15474 2.29643 -3.62302
H -0.63623 1.01974 -2.49391
H 0.02514 -0.71723 -4.01870
H -0.55776 0.49706 -5.16685
H 1.70737 1.35367 -5.49471
H 1.96828 -0.39738 -5.46015
H 2.66710 -0.34080 -3.14646
H 3.29744 1.22537 -3.67600
H -2.89246 1.05508 1.04748
H -0.00661 -0.86676 0.13176
H 0.91608 -2.69529 1.48437
H 0.92661 -3.99893 3.64846
H -1.62782 -3.08304 6.68594
H -2.65737 -1.20057 5.42352
H -2.70548 0.15494 3.29233

Summary:
- Orbital gap: 8.8 eV
- E_HOMO: -8.71 eV
- E: -26941.118 eV
- Relative energy (zero: lowest compared OMol25 entry of this formula, charge and spin): 4.10 kcal/mol
- SMILES string: O=C(NCC(=O)N1CCCC1)Nc1ccc2cnccc2c1


Among the records above, which one has the lowest E?
C16H18N2O3S